Entry 1:
C38H29N6O7PS5Ti | the ωB97M-V functional and the def2-TZVPD basis

Geometry (Å):
Ti  0.6857  -0.1311  0.0280
O  0.5503  1.6768  0.2526
C  0.0347  2.4374  1.2925
C  0.2699  1.8660  2.6688
C  0.1677  2.6978  3.7727
C  0.2820  2.1671  5.0413
C  0.4874  0.8124  5.2512
C  0.6009  -0.0150  4.1570
C  0.5132  0.5047  2.8664
O  0.6855  -0.3296  1.8292
N  0.1681  3.0619  6.1978
O  0.2693  2.5682  7.3032
O  0.0118  4.2472  5.9819
H  0.4455  3.4473  1.2257
H  -0.0153  3.7571  3.6538
H  0.5668  0.4338  6.2591
H  0.7836  -1.0742  4.2722
N  -0.0201  -5.6137  -0.0127
C  0.4504  -4.5544  -0.7272
C  0.4502  -3.2536  -0.1898
N  0.8962  -2.2322  -0.8949
C  1.3737  -2.4587  -2.1261
C  1.3805  -3.7413  -2.6287
N  0.9208  -4.7879  -1.9453
H  -0.5302  -5.4577  0.8367
H  -0.1711  -6.4740  -0.5091
H  0.0650  -3.0527  0.8025
H  1.7324  -1.6095  -2.6888
H  1.7598  -3.9391  -3.6234
O  -2.0806  0.7102  -3.6567
C  -3.1077  0.3437  -2.8767
C  -4.4302  0.5220  -3.2835
C  -5.4703  0.0995  -2.4793
C  -5.2242  -0.5068  -1.2503
C  -3.9192  -0.6685  -0.8331
C  -2.8493  -0.2473  -1.6261
C  -1.4928  -0.3520  -1.0710
O  -0.4762  0.1303  -1.6596
O  -1.2781  -0.8755  0.0777
H  -2.3585  1.3462  -4.3367
H  -4.6261  0.9936  -4.2393
H  -6.4888  0.2464  -2.8158
H  -6.0436  -0.8320  -0.6249
H  -3.6920  -1.1037  0.1309
S  -2.3213  4.0970  -4.3377
C  -2.4261  3.8431  -2.6984
S  -1.0848  3.3368  -1.7121
C  -2.1595  3.1724  -0.3591
N  -3.3761  3.5127  -0.6000
N  -3.5192  3.8992  -1.9043
C  -4.8500  4.2336  -2.3148
C  -5.8938  3.4453  -1.8556
C  -7.1920  3.7612  -2.2230
C  -7.4387  4.8557  -3.0396
C  -6.3849  5.6445  -3.4785
C  -5.0826  5.3408  -3.1145
S  -1.8080  2.5376  1.2316
H  -5.6812  2.6039  -1.2113
H  -8.0122  3.1519  -1.8670
H  -8.4530  5.1002  -3.3261
H  -6.5762  6.5064  -4.1032
H  -4.2572  5.9511  -3.4479
S  3.9420  0.3597  2.7991
P  4.0626  -0.7020  1.1772
S  3.0421  -0.0378  -0.5022
C  5.7730  -0.8674  0.5668
C  6.7935  -0.8784  1.5138
C  8.1086  -1.0653  1.1182
C  8.4149  -1.2337  -0.2244
C  7.4029  -1.2112  -1.1728
C  6.0851  -1.0295  -0.7803
C  3.5223  -2.4297  1.4087
C  2.9079  -2.8067  2.5934
C  2.5130  -4.1269  2.7848
C  2.7427  -5.0686  1.7951
C  3.3558  -4.6922  0.6041
C  3.7419  -3.3778  0.4092
H  6.5486  -0.7236  2.5570
H  8.8959  -1.0702  1.8604
H  9.4428  -1.3732  -0.5332
H  7.6387  -1.3282  -2.2225
H  5.3010  -0.9972  -1.5252
H  2.7658  -2.0588  3.3641
H  2.0444  -4.4194  3.7161
H  2.4450  -6.0982  1.9429
H  3.5283  -5.4273  -0.1724
H  4.2207  -3.0887  -0.5185

Cartesian forces (eV/Å) of the 2 atoms listed first:
0.1 0.5 0.2
-0.4 -0.1 0.1

HOMO-LUMO gap, Ha: 0.2692
HOMO, eV: -8.19
Lowest unoccupied orbital energy, eV: -0.86
Charge: 0
Multiplicity: 1

---

Entry 2:
C25H20Br2N4O7SV | the ωB97M-V functional and the def2-TZVPD basis

Geometry (Å):
V  -0.1224  -0.3035  0.2160
O  2.0184  2.8788  -1.9928
C  1.7834  3.8053  -1.0385
C  2.4931  5.0014  -1.1436
C  2.3080  6.0073  -0.2196
C  1.4075  5.8499  0.8332
C  0.7017  4.6724  0.9405
C  0.8760  3.6356  0.0173
C  0.0934  2.4056  0.1755
O  0.4707  1.3318  -0.5154
N  -0.9600  2.3700  0.9262
N  -1.5031  1.0983  0.7953
C  -2.7797  0.9903  0.8309
C  -3.4619  -0.1793  0.3363
C  -4.8304  -0.3525  0.5900
C  -5.5320  -1.3838  0.0107
C  -4.8759  -2.2453  -0.8748
C  -3.5387  -2.0826  -1.1639
C  -2.8065  -1.0589  -0.5513
O  -1.5125  -0.9395  -0.8283
H  1.5081  2.0778  -1.7898
H  3.1857  5.1099  -1.9672
H  2.8704  6.9270  -0.3168
H  1.2681  6.6380  1.5597
H  -0.0011  4.5196  1.7479
H  -3.3545  1.8627  1.1367
H  -5.3283  0.3415  1.2568
H  -6.5828  -1.5187  0.2251
H  -5.4256  -3.0509  -1.3445
H  -3.0203  -2.7377  -1.8511
C  5.0918  -0.6246  -1.7133
C  3.7549  -1.0163  -2.2702
C  3.5928  -1.9587  -3.2769
C  2.3233  -2.2789  -3.7281
C  1.2509  -1.6396  -3.1306
Br  -0.4961  -2.0399  -3.7737
N  1.3626  -0.7567  -2.1607
C  2.5987  -0.4511  -1.7548
H  5.8974  -1.1734  -2.1992
H  5.1258  -0.8245  -0.6415
H  5.2716  0.4423  -1.8526
H  4.4573  -2.4454  -3.7123
H  2.1616  -2.9990  -4.5160
H  2.6762  0.2630  -0.9452
O  3.1830  -0.6224  1.4934
S  1.8516  -1.0781  1.7449
O  1.6361  -1.9708  2.8401
O  0.8667  0.1261  1.8176
O  1.2249  -1.6554  0.4361
Br  -2.3784  -1.4214  5.6091
C  -1.9691  -2.0870  3.8955
C  -2.1927  -3.4128  3.5738
C  -1.8631  -3.8405  2.2984
C  -1.3401  -2.9305  1.4010
N  -1.1397  -1.6525  1.7223
C  -1.4280  -1.2350  2.9513
H  -2.6051  -4.0936  4.3056
H  -2.0043  -4.8698  2.0022
H  -1.0580  -3.2202  0.3973
H  -1.2011  -0.2040  3.1857

Cartesian forces (eV/Å) of the 2 atoms listed first:
-0.3 -0.1 -0.7
0.0 0.1 0.0

HOMO-LUMO gap (alpha / beta), Ha: 0.2550 / 0.2750
HOMO (alpha / beta), eV: -8.48 / -8.48
Lowest unoccupied orbital energy (alpha / beta), eV: -1.54 / -1.00
Charge: 0
Multiplicity: 2

---

Entry 3:
C5H10 | the ωB97M-V functional and the def2-TZVPD basis

Geometry (Å):
C  -0.1336  -0.0926  1.7244
C  0.0345  -1.2012  0.6824
C  0.4306  -0.6297  -0.7037
C  -0.4162  0.4304  -1.1771
C  -0.0068  1.7287  -1.4937
H  0.5943  0.7148  1.5517
H  -1.1407  0.3129  1.7500
H  0.1664  -0.4030  2.7238
H  0.7842  -1.9221  1.0020
H  -0.8932  -1.7596  0.5628
H  0.2663  -1.4507  -1.4252
H  1.4979  -0.4251  -0.8025
H  -1.4858  0.2171  -1.1491
H  0.9968  2.0688  -1.2687
H  -0.6949  2.4114  -1.9772

Cartesian forces (eV/Å) of the 2 atoms listed first:
1.0 0.3 0.1
-0.6 0.1 0.5

HOMO-LUMO gap (alpha / beta), Ha: 0.4076 / 0.2733
HOMO (alpha / beta), eV: -16.31 / -16.44
Lowest unoccupied orbital energy (alpha / beta), eV: -5.22 / -9.01
Charge: +1
Multiplicity: 2

---

Strongest force on any atom values (in eV Å⁻¹) by entry order: 0.53; 0.81; 1.27.
Total energy values (in a.u.) by entry order: -5502.63121; -8200.73578; -196.13275.